Record 1
The following is a quantum chemistry calculation of C35H42CuF5N6O3PSi2 as an isolated structure, from OMol25.

Geometry as XYZ:
```
95
Properties=species:S:1:pos:R:3:forces:R:3
Cu 0.185743 -0.933996 0.108800 -0.503 0.257 -0.048
P -0.911304 1.199943 -0.164303 0.504 -0.216 0.026
Si 3.398142 -0.171321 2.491058 -0.007 0.049 0.045
Si 3.686550 1.484126 -0.499590 -0.012 0.016 0.056
F -4.209612 -0.747619 -0.035609 0.051 -0.123 0.082
F -2.572699 1.333702 -3.960820 -0.058 -0.035 0.100
F -7.183893 0.555886 -3.437274 0.088 -0.001 0.036
F -6.705703 -0.576709 -0.996067 0.116 0.057 -0.082
F -5.080567 1.511210 -4.894127 0.010 -0.049 0.111
O -4.372498 -5.760332 -1.628727 -0.345 -0.031 0.182
O -2.810858 -6.134210 -3.219897 0.174 -0.164 -0.338
O -2.044967 0.158624 -1.521833 -0.051 -0.264 0.036
N 1.810244 -2.298930 -0.966555 -0.195 0.030 -0.045
N -0.283410 3.727886 1.251165 0.009 -0.003 0.006
N -0.703961 -2.716087 -0.346779 -0.118 -0.070 0.035
N -2.591555 3.226545 0.760479 0.009 0.060 0.013
N -1.243749 -1.403097 1.891496 0.088 -0.103 0.074
N -1.071618 3.848317 -1.034863 -0.041 0.049 0.008
C -2.476247 1.767705 0.663679 -0.040 -0.203 -0.004
C 2.692226 -1.894151 2.674823 0.010 0.045 -0.036
C 5.502009 1.050065 -0.645527 -0.069 -0.019 -0.008
C -2.758460 -3.893838 -0.392950 0.000 0.029 0.037
C 2.810805 1.226175 -2.139267 -0.008 -0.040 0.110
C -3.203933 -2.689516 2.319420 -0.009 0.019 -0.020
C -5.687817 -0.116621 -1.732317 -0.084 -0.015 -0.009
C -3.293735 -5.603618 -2.212858 0.078 0.109 0.086
C -0.654703 2.504781 -1.463498 -0.090 -0.011 0.017
C 5.260776 -0.209894 2.656496 -0.043 0.005 0.013
C -0.201407 4.444481 -0.094524 0.101 0.062 0.015
C 1.746832 -3.778076 -2.840225 0.032 -0.006 0.043
C 3.126781 -2.219244 -1.118344 0.110 0.130 -0.052
C 2.709319 0.916712 3.864777 -0.010 -0.011 -0.049
C -5.935188 0.461694 -2.965470 -0.026 -0.014 0.002
C -3.276934 0.263273 -1.962293 0.097 0.124 -0.119
C -0.295145 -3.371883 -1.427597 0.037 0.054 0.002
C 0.131085 2.287158 1.101172 0.027 -0.049 -0.038
C 3.113091 -3.655901 -3.005161 -0.002 -0.010 -0.026
C -1.728098 3.810546 1.717262 -0.023 0.078 0.027
C -4.865832 0.947273 -3.699235 -0.019 0.011 -0.033
C 3.595319 3.327867 -0.091543 -0.020 -0.018 -0.006
C 3.831265 -2.885520 -2.105332 -0.021 0.043 0.004
C -4.393541 -0.208294 -1.253496 -0.044 0.036 -0.044
C -3.359728 -2.076601 3.545029 0.015 0.035 0.008
C -1.100753 -4.303554 -2.059470 -0.043 0.039 0.006
C -2.431993 -1.124725 3.947290 -0.030 0.004 -0.015
C -1.887815 -2.990375 0.193029 0.027 0.039 0.085
C -2.445326 3.876797 -0.540611 -0.056 0.021 -0.024
C 2.853517 0.502585 0.846188 0.162 -0.244 -0.094
C 1.128705 -3.116998 -1.783381 -0.034 -0.039 -0.034
C -2.133606 -2.324506 1.505511 -0.069 -0.017 -0.127
C -3.579369 0.853128 -3.201392 0.023 0.006 -0.114
C -2.366143 -4.554528 -1.547804 0.097 0.081 0.051
C -1.393199 -0.833522 3.085162 0.009 0.039 0.022
H 2.929243 1.972170 3.698795 0.033 0.052 -0.009
H 0.070806 1.840704 2.096811 0.005 -0.019 0.015
H 5.661962 -0.011307 -0.834882 -0.009 -0.066 -0.027
H 1.645850 -1.924921 2.361683 -0.066 -0.004 0.015
H 4.444603 3.844275 -0.541505 0.015 0.043 -0.038
H -3.895843 -3.451216 1.995099 -0.031 -0.001 -0.030
H -0.629186 -0.115389 3.366866 0.016 0.030 0.011
H 5.937313 1.606620 -1.477756 0.024 0.009 -0.032
H 1.865666 0.090446 0.577884 0.195 0.240 -0.037
H 0.409325 2.532266 -1.706289 -0.037 0.049 -0.030
H 5.702537 0.777857 2.527489 0.025 0.070 0.022
H 2.691065 3.770728 -0.514259 0.063 0.004 0.025
H -1.789596 3.296369 2.676730 0.000 -0.002 -0.026
H 5.529833 -0.566147 3.652490 0.032 -0.023 0.025
H 3.152408 0.629007 4.819621 -0.010 -0.006 0.054
H -3.343836 1.401483 0.122967 0.074 0.071 0.064
H -1.196228 2.233058 -2.364649 -0.002 0.001 0.009
H 3.230801 -2.612716 2.055901 0.022 -0.037 -0.029
H -3.088151 3.368305 -1.257341 -0.020 0.008 -0.019
H 1.183385 2.294436 0.806006 -0.091 0.004 0.022
H 1.627488 0.803765 3.955649 -0.054 -0.001 -0.005
H 6.051819 1.311672 0.256825 0.044 0.036 0.055
H 1.167227 -4.399313 -3.504962 -0.026 -0.021 -0.011
H -4.188887 -2.343044 4.185068 -0.029 -0.017 0.029
H 0.321263 4.204936 1.921930 -0.026 0.018 -0.021
H 3.251131 0.415172 -2.716139 0.054 -0.108 -0.031
H -1.950031 4.874115 1.843754 0.005 -0.051 0.010
H -2.507641 -0.630339 4.905147 0.017 0.005 0.024
H 2.745664 -2.236711 3.709440 0.016 -0.014 0.039
H -3.737089 -4.127197 0.001622 -0.026 -0.040 -0.005
H 2.855417 2.128471 -2.751158 0.017 0.040 -0.045
H -2.516559 1.335806 1.667311 -0.011 0.003 -0.021
H 4.905883 -2.792103 -2.170753 0.017 0.016 0.013
H -0.803475 -4.868330 -2.930666 -0.006 -0.036 -0.036
H 1.760598 0.969403 -1.985365 -0.002 -0.051 -0.016
H 0.839109 4.393884 -0.417302 -0.153 0.015 0.022
H 3.612481 -4.171792 -3.813957 0.009 -0.014 -0.014
H -0.487338 5.482448 0.098040 0.028 -0.038 -0.013
H 3.617324 3.529042 0.980000 0.006 0.001 0.070
H 5.719298 -0.878686 1.927967 0.017 -0.032 -0.044
H -2.766657 4.917502 -0.451851 0.014 -0.002 0.009
H 3.643976 -1.587545 -0.406360 0.045 0.094 0.034
```
Forces are in eV/Å.

Multiplicity   2
Lowest unoccupied orbital energy (spin up / spin down)   -0.79 / -1.45 eV
Largest force on an atom   0.567 eV/Å
Orbital gap (spin up / spin down)   6.52 / 5.85 eV
<S²>   0.754
HOMO energy (spin up / spin down)   -7.3 / -7.3 eV
Charge   0

Record 2
The following is a quantum chemistry calculation of a 2-piece molecular cluster, C3H9NO2 overall, from OMol25.

Geometry as XYZ:
```
15
Properties=species:S:1:pos:R:3:forces:R:3
O -1.199761 -0.150228 -2.200471 -0.513 2.515 0.676
O 0.015146 0.567364 0.115392 -1.268 0.488 -0.314
N 0.892174 1.634703 1.946430 -2.389 -1.520 -2.574
C -2.250621 -1.051998 -2.088067 0.683 -1.342 -0.140
C 1.938149 -0.409959 1.170909 1.069 0.355 -0.666
C 0.854249 0.633918 1.000049 2.430 -0.094 1.826
H 2.708581 0.012368 1.803999 -0.317 -0.363 1.144
H 1.672791 1.914026 2.490463 0.439 -0.120 0.426
H -1.814264 -1.868224 -1.472865 -0.042 -0.205 -0.296
H 2.594924 -0.515878 0.316010 -0.620 -0.098 -1.026
H 0.005155 2.113729 1.926643 0.402 0.924 0.491
H -1.453007 0.777759 -1.811578 0.795 -2.194 -0.692
H -2.465037 -1.531016 -3.089686 0.170 0.605 0.876
H 1.585369 -1.417599 1.411612 -0.085 0.486 0.350
H -3.083849 -0.708966 -1.518841 -0.753 0.562 -0.080
```
Forces are in eV/Å.

Multiplicity   2
Lowest unoccupied orbital energy (spin up / spin down)   -3.07 / -9.29 eV
Largest force on an atom   3.827 eV/Å
Orbital gap (spin up / spin down)   12.09 / 4.65 eV
<S²>   0.756
HOMO energy (spin up / spin down)   -15.2 / -13.9 eV
Charge   +1

Record 3
The following is a quantum chemistry calculation of a single ClH2NP2 molecule, from OMol25.

Geometry as XYZ:
```
6
Properties=species:S:1:pos:R:3:forces:R:3
Cl -1.987290 1.865531 3.812952 0.346 -1.283 -1.284
P -2.299447 0.040656 2.269876 0.338 -0.211 -1.080
P 0.308513 -0.562778 0.674987 -2.199 0.750 -1.497
N -1.387599 -0.523577 1.138529 -0.867 1.230 4.031
H 0.049053 0.752746 0.137354 1.007 -0.316 0.054
H -0.298458 -1.099967 -0.510608 1.376 -0.171 -0.225
```
Forces are in eV/Å.

Multiplicity   1
Lowest unoccupied orbital energy   -1.13 eV
Largest force on an atom   4.303 eV/Å
Structure (SMILES)   P/N=P\Cl
Orbital gap   8.92 eV
HOMO energy   -10.0 eV
Charge   0

Record 4
The following is a quantum chemistry calculation of a 9-piece molecular cluster, C34H80Cl10N4 overall, from OMol25.

Geometry as XYZ:
```
128
Properties=species:S:1:pos:R:3:forces:R:3
Cl 3.142077 -2.283961 0.441195 -1.374 0.672 0.384
Cl 5.135016 -0.737132 -2.658039 -1.079 -0.784 -1.550
Cl -3.952660 1.764259 -5.568376 0.711 -0.513 -0.293
Cl -2.611657 4.622555 -5.412268 -0.401 0.022 0.052
Cl 1.880026 2.172581 1.137149 3.034 0.369 1.222
Cl 0.487785 -0.954793 -1.320729 -1.552 -3.227 -3.863
Cl 4.279433 -3.987417 -2.523821 0.227 -0.688 -0.006
Cl 5.518704 -1.784290 2.666662 -0.281 0.607 0.600
Cl 4.369121 2.393826 -1.220409 0.557 -0.075 0.308
Cl -0.861070 2.073780 -1.540086 -0.185 -0.324 0.304
N 1.381146 -1.219389 6.047302 0.124 -2.321 -5.335
N 0.932878 2.945979 -5.321428 0.656 6.514 -2.026
N -2.577016 -3.614913 -0.248342 -2.829 -4.145 4.739
N -3.161344 2.170744 2.267927 -0.271 -5.416 1.110
C 0.520871 -0.624933 4.930461 4.047 0.149 0.141
C 3.453880 1.214739 1.141457 2.049 1.090 -0.038
C 1.096193 -0.982126 7.358709 0.163 4.866 -0.574
C -2.008997 0.614747 3.792277 0.943 1.935 -1.859
C -3.340728 1.145893 3.282228 -0.438 2.107 3.048
C 0.720878 0.237928 -0.231755 -1.149 2.152 2.368
C -4.353230 2.310977 1.462981 -1.029 3.006 -0.402
C -0.382066 1.307904 -0.015793 -2.049 -4.435 -2.352
C 3.144984 -2.758010 -3.110202 1.978 1.369 0.511
C 0.364146 3.638621 -7.677317 1.563 4.519 -0.810
C -2.925841 -2.475478 -0.965187 8.229 -1.115 -1.939
C 3.985870 -1.581536 -3.771583 -1.836 -2.280 -2.546
C -1.616794 3.079254 -5.293363 -0.358 2.153 -1.211
C -4.487257 1.428678 0.284322 -4.066 1.468 -0.898
C -0.338350 -0.786349 7.645303 -2.310 -4.404 0.572
C 1.387323 -0.532558 3.669292 -0.359 4.937 0.750
C 5.710213 -2.619899 1.113014 -0.182 -0.279 -0.147
C 2.543102 1.355776 -4.851699 4.247 -1.810 4.756
C -1.915750 -5.893882 -0.901910 -1.619 5.796 8.583
C 4.392192 -3.457087 0.783415 2.512 1.293 -3.007
C -2.208469 2.021836 -6.200449 -0.041 -2.964 4.316
C 3.058182 -3.110913 6.262992 -0.774 -0.240 3.586
C 4.043130 0.850795 -0.341217 -0.106 2.178 3.390
C -3.215269 4.282312 3.203082 -7.158 8.555 5.772
C -2.475090 3.282881 2.801938 1.081 -4.526 -8.562
C -4.161531 -2.294391 -1.593994 -2.477 5.146 -0.895
C 1.414691 3.080101 -6.777117 -0.883 0.875 1.671
C 1.635635 -2.653149 5.846413 2.517 1.558 3.585
C 0.594936 4.225097 -3.192040 0.792 -2.081 3.469
C 1.197503 4.236043 -4.524283 0.570 -2.272 -1.258
C -3.107081 -3.600999 1.176120 0.841 -2.353 0.453
C 1.193486 1.825694 -4.698263 -1.680 -7.702 -2.451
C -2.637757 -2.396463 1.927461 3.023 -0.444 -0.697
C -3.067382 -4.917816 -0.905548 0.775 0.442 3.004
H 3.617736 -2.841549 7.324265 -2.725 -1.165 -1.358
H -4.208414 -3.639068 1.350521 0.270 -0.230 -0.835
H 3.231005 0.556984 -0.906128 -0.963 -1.806 -1.087
H -3.125003 4.523140 4.271772 1.031 0.595 0.014
H -4.027530 -5.415991 -0.475982 1.600 1.061 -0.180
H 5.991109 -1.763348 0.336788 -0.724 -2.428 1.350
H 2.692000 0.306748 -4.546432 -0.805 0.522 -0.901
H 3.420890 0.381525 1.855580 -0.705 -0.254 -0.833
H 1.572384 -1.450662 3.434347 2.026 -5.667 -1.560
H -0.427591 -1.580009 8.448247 -1.790 0.002 -1.293
H -2.951005 -1.451461 1.544530 -0.988 0.628 0.071
H -0.272662 -0.058987 8.293610 -0.598 4.588 3.119
H -1.752211 -6.128986 0.165168 0.131 -0.911 -0.825
H 1.579714 0.726207 -0.514481 1.435 0.975 -0.630
H -0.664792 3.540940 -5.763943 -2.237 -1.784 1.904
H 1.419090 -3.068458 4.975841 -0.084 -0.556 -5.205
H -3.957554 1.756494 4.243908 1.280 -2.124 -2.183
H -1.526864 1.439973 4.389734 0.103 -1.338 -0.748
H 4.560471 -3.760313 -0.323684 0.008 -0.606 2.437
H -5.342578 1.665159 -0.496090 1.608 0.478 1.666
H 1.455074 2.147951 -7.364259 1.640 -0.312 1.438
H 0.941273 -0.351270 0.631140 0.016 0.546 1.389
H -1.519643 -2.306420 1.815837 -0.649 -0.267 -0.013
H -4.900516 -3.003860 -1.728815 -0.772 -2.247 -0.087
H 0.276956 0.394228 5.057583 -0.712 0.867 1.323
H -4.819215 0.516471 0.552689 -0.659 -3.604 1.136
H 0.694993 0.952596 -5.385200 -0.076 1.440 0.904
H 1.287717 3.627808 -2.481458 -0.922 0.599 -1.044
H -0.150298 2.015772 0.649055 0.660 2.449 1.985
H 6.537356 -3.311063 1.385618 -0.370 0.429 -1.058
H -2.143629 -1.696704 -0.586132 -2.606 -0.114 -0.353
H 3.260076 1.546269 -5.607589 -0.306 0.502 -1.569
H -2.415660 2.267285 -7.170824 0.159 0.774 -2.464
H -1.048212 -5.615611 -1.301857 3.826 2.940 -0.956
H 2.499688 -3.295871 -3.782873 -0.265 0.359 -0.530
H 0.604927 3.633669 -8.705872 1.008 -0.949 -1.296
H 0.950806 -3.326250 6.287541 -1.244 -0.362 2.233
H 0.582257 5.166227 -2.657012 -0.236 0.562 -0.456
H 0.678826 1.486070 -3.801111 0.297 1.081 0.658
H 3.106914 -1.057759 -4.219738 1.211 0.680 1.183
H 1.717265 -1.531668 7.997605 0.148 -1.629 0.988
H -4.355541 4.379654 3.342815 1.240 -1.305 -1.516
H 2.330351 0.103667 3.640569 -1.381 -0.725 0.447
H 2.601803 -2.360904 -2.242527 0.129 -0.246 -0.376
H -2.929710 5.065009 2.552350 -0.347 2.053 0.411
H -1.545855 3.299710 3.146851 3.762 -1.843 2.774
H -0.270170 -1.144842 4.455923 -1.368 -1.223 1.044
H 3.113675 1.707138 -3.965243 0.211 0.612 -0.129
H -4.612503 -1.591309 -0.889149 -1.109 0.572 -0.551
H -4.012794 -1.767242 -2.584624 -0.374 -0.390 1.136
H 1.504028 0.030883 7.565981 0.327 -0.004 -0.045
H 4.931240 0.189231 -0.270808 -0.893 0.626 -0.093
H -2.755204 -2.581655 2.960493 -0.682 0.408 1.271
H 2.213850 3.804590 -6.650203 1.032 -0.733 -0.945
H -0.368034 3.698492 -3.029303 0.711 0.991 -0.811
H -2.699687 -4.608885 1.726060 -0.835 2.379 -1.305
H -1.644124 0.962300 -6.060222 -1.298 2.611 -0.496
H -5.395754 2.240934 1.957416 1.681 0.643 0.200
H 4.429452 -1.923974 -4.816455 0.081 0.429 2.628
H 0.067691 4.712195 -7.719687 -0.005 -0.425 1.415
H -3.322979 -4.669559 -1.852471 -0.763 0.742 -3.184
H -1.219212 -0.541705 6.922144 2.065 -1.147 1.009
H -1.858795 -0.340477 4.170701 -1.392 -1.431 2.290
H -2.194777 -2.803713 -1.743566 -0.327 1.044 -1.054
H -1.426632 0.230062 2.896454 -0.073 1.816 0.115
H -2.039872 -6.508492 -1.555980 -2.635 -8.834 -6.383
H 0.791313 4.974579 -5.098928 -1.509 2.129 -1.719
H -1.678216 2.847982 -4.190132 0.597 -0.131 -1.608
H 3.234467 -4.128663 5.996195 -0.280 -1.151 0.470
H -4.206648 3.303412 0.983822 -0.672 -0.030 0.641
H 3.876985 -2.700622 5.874738 2.642 2.583 -3.433
H 2.237306 4.550562 -4.473063 0.626 -0.526 0.085
H 0.690696 -0.256000 2.879292 0.176 0.708 -0.267
H -3.895235 0.326431 2.931206 -1.255 -0.829 -0.507
H 4.175491 1.880636 1.696809 -0.603 -0.353 -1.030
H 4.044077 -4.226488 1.474680 0.437 0.279 -0.049
H -2.074711 3.616221 1.818772 0.101 0.389 -0.275
H -0.418270 3.051577 -7.564062 -4.051 -2.378 0.122
H -1.273979 0.812944 0.372196 -0.121 -0.036 -0.102
H -3.646932 1.354601 -0.227420 3.983 -0.380 -2.486
```
Forces are in eV/Å.

Multiplicity   1
Lowest unoccupied orbital energy   0.37 eV
Largest force on an atom   12.559 eV/Å
Structure (SMILES)   CCN(CC)CC.CCN(CC)CC.CCN(CC)CC.CCN(CC)CC.ClCCCl.ClCCCl.ClCCCl.ClCCCl.ClCCCl
Orbital gap   8.12 eV
HOMO energy   -7.8 eV
Charge   0